(1)
Formula: C7H9FINS
Source: the Open Molecules 2025 dataset
Level of theory: ωB97M-V with the def2-TZVPD basis set

Each atom is followed by the atoms it is bonded to, with distances in Å.
Element x y z (Å)
1 C -3.074 0.227 0.375  C3 1.388, I11 2.034
2 C -0.254 -0.628 -0.218  C7 1.516, S10 1.633
3 C -3.296 -1.143 0.334  C1 1.388, N8 1.288, F9 1.339
4 C 0.887 1.396 -1.033  C7 1.617, H12 1.054, H13 1.088, H14 1.157
5 C 2.328 -0.677 -0.513  C7 1.555, H15 1.073, H16 1.172, H17 1.043
6 C 1.014 0.542 1.427  C7 1.559, H18 1.098, H19 1.126, H20 1.104
7 C 1.062 0.109 -0.069  C2 1.516, C4 1.617, C5 1.555, C6 1.559
8 N -2.535 -2.070 -0.136  C3 1.288, S10 1.647
9 F -4.432 -1.506 0.944  C3 1.339
10 S -0.894 -2.130 -0.259  C2 1.633, N8 1.647
11 I -4.498 1.454 -0.400  C1 2.034
12 H 0.508 1.034 -1.947  C4 1.054
13 H 0.264 2.165 -0.581  C4 1.088
14 H 1.927 1.835 -1.293  C4 1.157
15 H 2.087 -1.664 -0.857  C5 1.073
16 H 2.745 -0.064 -1.421  C5 1.172
17 H 3.013 -0.716 0.273  C5 1.043
18 H 0.273 1.332 1.604  C6 1.098
19 H 0.796 -0.276 2.171  C6 1.126
20 H 2.078 0.783 1.598  C6 1.104

Summary:
- DFT total energy (eV) = -30540.923
- total charge = 0
- frontier orbital gap (alpha / beta) (eV) = 6.153 / 6.138

(2)
Formula: C8H11N2
Source: the Open Molecules 2025 dataset
Level of theory: ωB97M-V with the def2-TZVPD basis set

Each atom is followed by the atoms it is bonded to, with distances in Å.
Element x y z (Å)
1 N 2.020 -2.500 -1.026  C2 1.346, H11 1.007, H12 1.008
2 C 1.032 -1.852 -0.381  N1 1.346, N3 1.580, C4 1.604, H13 1.080
3 N 1.275 -1.347 1.096  C2 1.580, C4 1.491, H14 1.016, H15 1.019
4 C 1.132 -0.306 0.038  C2 1.604, N3 1.491, C5 1.475, H16 1.084
5 C -0.074 0.543 0.037  C4 1.475, C6 1.394, C10 1.393
6 C -1.238 0.186 0.715  C5 1.394, C7 1.383, H17 1.082
7 C -2.340 1.021 0.692  C6 1.383, C8 1.385, H18 1.079
8 C -2.307 2.203 -0.029  C7 1.385, C9 1.385, H19 1.078
9 C -1.165 2.545 -0.733  C8 1.385, C10 1.383, H20 1.078
10 C -0.050 1.728 -0.695  C5 1.393, C9 1.383, H21 1.079
11 H 2.955 -2.126 -1.039  N1 1.007
12 H 1.946 -3.497 -1.157  N1 1.008
13 H 0.028 -2.234 -0.494  C2 1.080
14 H 2.197 -1.484 1.501  N3 1.016
15 H 0.536 -1.375 1.797  N3 1.019
16 H 2.060 0.187 -0.228  C4 1.084
17 H -1.310 -0.742 1.267  C6 1.082
18 H -3.228 0.744 1.237  C7 1.079
19 H -3.167 2.852 -0.043  C8 1.078
20 H -1.142 3.456 -1.310  C9 1.078
21 H 0.838 1.998 -1.244  C10 1.079

Summary:
- DFT total energy (eV) = -11447.359
- total charge = +1
- frontier orbital gap (eV) = 9.908
- SMILES string = N[C@H]1[NH2+][C@@H]1c1ccccc1

(3)
Formula: C4H7NO
Source: the Open Molecules 2025 dataset
Level of theory: ωB97M-V with the def2-TZVPD basis set

Each atom is followed by the atoms it is bonded to, with distances in Å.
Element x y z (Å)
1 O -2.701 -0.701 1.336  C2 1.206
2 C -1.524 -0.602 1.093  O1 1.206, C3 1.513, H7 1.109
3 C -0.969 0.344 0.050  C2 1.513, N4 1.449, H8 1.095, H9 1.117
4 N 0.422 0.687 0.263  C3 1.449, C5 1.450, C6 1.455
5 C 1.161 0.662 -0.984  N4 1.450, C6 1.484, H10 1.084, H11 1.098
6 C 1.385 -0.383 0.045  N4 1.455, C5 1.484, H12 1.091, H13 1.088
7 H -0.782 -1.235 1.621  C2 1.109
8 H -1.573 1.258 0.047  C3 1.095
9 H -1.089 -0.114 -0.962  C3 1.117
10 H 1.853 1.474 -1.182  C5 1.084
11 H 0.547 0.351 -1.840  C5 1.098
12 H 1.030 -1.385 -0.204  C6 1.091
13 H 2.240 -0.354 0.717  C6 1.088

Summary:
- DFT total energy (eV) = -7797.116
- total charge = 0
- frontier orbital gap (eV) = 10.813
- SMILES string = O=CCN1CC1

(4)
Formula: C17H23FN4O2S2
Source: the Open Molecules 2025 dataset
Level of theory: ωB97M-V with the def2-TZVPD basis set

Each atom is followed by the atoms it is bonded to, with distances in Å.
Element x y z (Å)
1 C 5.214 0.588 5.347  C2 1.524, H27 1.088, H28 1.087, H29 1.088
2 C 3.755 0.691 4.922  C1 1.524, C3 1.528, H30 1.093, H31 1.092
3 C 3.515 1.912 4.034  C2 1.528, C4 1.531, H32 1.092, H33 1.091
4 C 2.041 2.102 3.666  C3 1.531, N5 1.444, H34 1.094, H35 1.092
5 N 1.527 1.031 2.845  C4 1.444, C6 1.349, H36 1.008
6 C 1.487 1.133 1.500  N5 1.349, O7 1.213, N8 1.389
7 O 1.694 2.143 0.861  C6 1.213
8 N 1.106 -0.036 0.855  C6 1.389, O9 1.402, C10 1.439
9 O 1.021 -1.231 1.584  N8 1.402, H37 0.972
10 C 1.162 -0.141 -0.579  N8 1.439, N11 1.458, C24 1.536, H38 1.096
11 N -0.062 -0.767 -1.064  C10 1.458, N12 1.338, C21 1.363
12 N -1.096 0.082 -1.102  N11 1.338, C13 1.276
13 C -2.278 -0.174 -1.508  N12 1.276, C14 1.451, H39 1.085
14 C -3.249 0.904 -1.490  C13 1.451, C15 1.398, C19 1.397
15 C -2.936 2.175 -0.997  C14 1.398, C16 1.380, H40 1.078
16 C -3.878 3.183 -0.990  C15 1.380, C17 1.388, H41 1.079
17 C -5.158 2.950 -1.474  C16 1.388, C18 1.384, H42 1.079
18 C -5.496 1.702 -1.968  C17 1.384, C19 1.381, H43 1.079
19 C -4.545 0.701 -1.970  C14 1.397, C18 1.381, F20 1.348
20 F -4.889 -0.508 -2.457  C19 1.348
21 C -0.003 -2.117 -1.244  N11 1.363, S22 1.637, S23 1.756
22 S -1.252 -3.162 -1.408  C21 1.637
23 S 1.663 -2.670 -1.233  C21 1.756, C24 1.852
24 C 2.344 -0.951 -1.133  C10 1.536, S23 1.852, C25 1.524, C26 1.519
25 C 2.682 -0.484 -2.543  C24 1.524, H44 1.087, H45 1.088, H46 1.088
26 C 3.559 -0.918 -0.222  C24 1.519, H47 1.089, H48 1.087, H49 1.087
27 H 5.860 0.503 4.476  C1 1.088
28 H 5.369 -0.286 5.975  C1 1.087
29 H 5.512 1.471 5.908  C1 1.088
30 H 3.123 0.762 5.810  C2 1.093
31 H 3.477 -0.218 4.384  C2 1.092
32 H 4.099 1.819 3.116  C3 1.092
33 H 3.854 2.808 4.557  C3 1.091
34 H 1.432 2.166 4.572  C4 1.094
35 H 1.921 3.020 3.087  C4 1.092
36 H 1.480 0.108 3.248  N5 1.008
37 H 0.085 -1.493 1.625  O9 0.972
38 H 1.193 0.899 -0.924  C10 1.096
39 H -2.619 -1.137 -1.874  C13 1.085
40 H -1.938 2.340 -0.624  C15 1.078
41 H -3.617 4.157 -0.606  C16 1.079
42 H -5.894 3.740 -1.468  C17 1.079
43 H -6.483 1.495 -2.351  C18 1.079
44 H 3.418 -1.148 -2.990  C25 1.087
45 H 1.794 -0.480 -3.172  C25 1.088
46 H 3.092 0.524 -2.510  C25 1.088
47 H 3.861 0.115 -0.058  C26 1.089
48 H 4.382 -1.459 -0.682  C26 1.087
49 H 3.336 -1.379 0.737  C26 1.087

Summary:
- DFT total energy (eV) = -52444.574
- total charge = 0
- frontier orbital gap (eV) = 8.283
- SMILES string = CCCCNC(=O)N(O)[C@@H]1N(/N=C/c2ccccc2F)C(=S)SC1(C)C